Record 1
{
  "formula": "C36H54FN2O7S",
  "method": "ωB97M-V/def2-TZVPD",
  "lumo_ev": -4.38,
  "charge": 1,
  "species": ["C", "C", "C", "C", "C", "C", "C", "C", "O", "O", "C", "C", "C", "C", "C", "C", "C", "C", "C", "C", "O", "C", "N", "N", "C", "C", "C", "C", "S", "O", "O", "F", "C", "C", "C", "C", "C", "C", "C", "C", "C", "H", "H", "H", "H", "H", "H", "H", "H", "H", "H", "H", "H", "H", "H", "H", "H", "H", "H", "H", "H", "H", "H", "H", "H", "H", "H", "H", "H", "H", "H", "H", "H", "H", "H", "H", "H", "H", "H", "H", "H", "H", "H", "H", "H", "H", "H", "H", "H", "O", "C", "O", "C", "C", "C", "H", "H", "H", "H", "H", "H"],
  "xyz": [[-1.82, -1.53, 4.74], [-1.09, -2.30, 3.92], [-0.91, -2.03, 2.41], [-0.74, -0.56, 2.10], [0.39, 0.10, 2.63], [1.41, -0.68, 3.44], [2.14, -1.79, 2.61], [3.59, -1.96, 3.11], [3.96, -1.61, 4.21], [4.48, -2.56, 2.26], [0.52, 1.47, 2.38], [1.68, 2.27, 2.95], [2.75, 2.41, 1.80], [4.21, 2.47, 2.30], [5.01, 1.15, 2.15], [4.98, 0.66, 0.68], [6.09, -0.35, 0.33], [5.68, -1.13, -0.97], [4.91, -0.27, -2.00], [4.83, -0.93, -3.41], [4.65, 0.08, -4.40], [3.40, 0.72, -4.29], [-0.38, 2.13, 1.64], [-0.13, 3.49, 1.43], [-0.84, 4.36, 2.39], [-0.86, 5.85, 1.96], [0.39, 6.32, 1.15], [-1.47, 1.50, 1.11], [-2.69, 2.41, 0.15], [-2.63, 1.86, -1.15], [-2.46, 3.82, 0.14], [-4.09, 2.19, 0.81], [-1.68, 0.16, 1.29], [-2.85, -0.62, 0.70], [-2.54, -1.37, -0.62], [-1.74, -2.51, -0.73], [-1.54, -3.13, -1.95], [-2.10, -2.64, -3.11], [-2.89, -1.50, -3.03], [-3.54, -0.87, -4.26], [-3.11, -0.91, -1.80], [-2.70, -0.98, 4.41], [-1.50, -1.46, 5.78], [-0.54, -3.17, 4.30], [-1.81, -2.45, 1.94], [-0.10, -2.64, 2.01], [2.22, -0.03, 3.79], [0.98, -1.09, 4.36], [2.16, -1.58, 1.54], [1.65, -2.74, 2.87], [3.95, -3.10, 1.65], [1.35, 3.28, 3.23], [2.08, 1.82, 3.86], [2.52, 3.36, 1.28], [2.55, 1.62, 1.07], [4.22, 2.87, 3.33], [4.73, 3.20, 1.66], [6.04, 1.37, 2.45], [4.63, 0.40, 2.86], [5.06, 1.55, 0.04], [4.01, 0.16, 0.53], [7.05, 0.15, 0.10], [6.26, -1.06, 1.15], [4.98, -1.91, -0.62], [6.54, -1.63, -1.43], [5.38, 0.72, -2.06], [3.87, -0.10, -1.69], [5.70, -1.55, -3.64], [3.89, -1.52, -3.41], [3.35, 1.45, -3.46], [3.25, 1.30, -5.21], [2.55, 0.01, -4.20], [-0.23, 3.77, 0.47], [-1.89, 4.03, 2.43], [-0.45, 4.21, 3.41], [-1.01, 6.44, 2.88], [-1.77, 5.99, 1.37], [0.06, 6.54, 0.13], [0.78, 7.24, 1.59], [1.20, 5.58, 1.17], [-3.72, 0.01, 0.49], [-3.22, -1.37, 1.41], [-1.28, -2.96, 0.14], [-0.94, -4.04, -2.02], [-1.96, -3.11, -4.08], [-4.63, -0.83, -4.18], [-3.18, -1.34, -5.18], [-3.18, 0.17, -4.29], [-3.76, -0.03, -1.77], [-5.05, -4.53, -4.51], [-6.09, -3.96, -4.36], [-6.71, -3.26, -5.34], [-7.87, -2.60, -4.82], [-8.24, -3.38, -3.56], [-6.88, -3.85, -3.07], [-7.61, -1.56, -4.60], [-8.66, -2.61, -5.56], [-8.79, -2.79, -2.84], [-8.85, -4.24, -3.83], [-6.40, -3.12, -2.42], [-6.94, -4.82, -2.57]]
}

Record 2
{
  "formula": "C9H6ClF11NO5PdS2Te",
  "method": "ωB97M-V/def2-TZVPD",
  "lumo_ev": [2.21, 1.21],
  "multiplicity": 3,
  "charge": -1,
  "species": ["Pd", "F", "C", "F", "F", "S", "O", "O", "N", "S", "O", "O", "C", "F", "F", "F", "Cl", "C", "C", "C", "C", "C", "C", "C", "H", "H", "H", "H", "H", "H", "F", "Te", "F", "F", "F", "F", "O"],
  "xyz": [[0.63, 0.43, -1.10], [-3.50, 1.22, 3.12], [-3.06, 0.03, 2.63], [-3.79, -0.94, 3.13], [-1.76, -0.13, 2.90], [-3.22, -0.05, 0.78], [-3.02, -1.44, 0.46], [-4.50, 0.58, 0.51], [-2.03, 0.95, 0.34], [-2.08, 1.75, -1.00], [-0.69, 2.16, -1.26], [-2.86, 1.13, -2.02], [-3.07, 3.32, -0.73], [-2.53, 4.02, 0.27], [-3.10, 4.01, -1.85], [-4.33, 3.04, -0.44], [4.16, -1.52, 1.52], [2.49, -1.95, 1.19], [2.30, -3.29, 0.84], [1.07, -3.84, 0.66], [-0.08, -2.99, 0.71], [0.10, -1.68, 0.87], [1.39, -1.12, 1.15], [1.61, 0.27, 1.28], [3.25, -3.76, 0.83], [0.91, -4.87, 0.43], [-1.10, -3.35, 0.77], [-0.69, -0.95, 0.98], [2.60, 0.64, 1.25], [0.91, 0.98, 1.66], [4.97, 0.47, -3.53], [3.33, 1.12, -2.85], [2.80, 0.08, -4.29], [3.25, -0.40, -1.77], [4.21, 1.74, -1.30], [3.72, 2.65, -3.77], [1.70, 1.71, -2.39]]
}

Record 3
{
  "formula": "C30H41InN3O6S2Si",
  "method": "ωB97M-V/def2-TZVPD",
  "lumo_ev": 2.39,
  "charge": -1,
  "species": ["In", "C", "C", "C", "C", "C", "C", "C", "H", "H", "H", "H", "H", "H", "H", "H", "C", "C", "C", "C", "O", "Si", "S", "O", "C", "C", "C", "C", "O", "C", "C", "C", "C", "H", "H", "H", "H", "H", "H", "H", "H", "H", "H", "H", "H", "H", "H", "H", "H", "H", "H", "H", "H", "H", "H", "H", "H", "H", "H", "H", "O", "C", "O", "C", "C", "C", "C", "C", "C", "S", "H", "H", "H", "H", "N", "C", "O", "C", "C", "N", "C", "N", "H", "H"],
  "xyz": [[0.46, -0.57, -1.40], [4.24, -3.75, -0.25], [4.21, -2.24, -0.29], [4.20, -1.48, 0.88], [4.18, -0.09, 0.83], [4.16, 0.56, -0.39], [4.16, -0.18, -1.56], [4.18, -1.57, -1.51], [4.05, -4.12, 0.76], [5.22, -4.12, -0.56], [3.49, -4.17, -0.92], [4.18, -1.99, 1.84], [4.15, 0.48, 1.75], [4.14, 1.65, -0.43], [4.14, 0.31, -2.53], [4.18, -2.14, -2.43], [-2.75, -1.48, 1.38], [-1.83, -0.45, 2.03], [-2.64, 0.52, 2.89], [-0.76, -1.12, 2.87], [-1.19, 0.26, 0.94], [-0.49, 1.74, 0.92], [0.85, 1.71, -0.72], [0.28, 1.97, 2.35], [0.83, 3.14, 2.98], [1.98, 2.63, 3.84], [1.35, 4.13, 1.95], [-0.26, 3.77, 3.83], [-1.57, 2.96, 0.83], [-2.53, 3.38, -0.17], [-3.52, 4.26, 0.57], [-3.23, 2.17, -0.79], [-1.80, 4.17, -1.24], [-2.87, -2.36, 2.02], [-2.33, -1.80, 0.43], [-3.74, -1.06, 1.17], [-3.18, -0.04, 3.66], [-3.37, 1.07, 2.29], [-1.99, 1.25, 3.39], [-1.21, -1.72, 3.67], [-0.10, -0.37, 3.31], [-0.15, -1.77, 2.24], [2.77, 2.21, 3.21], [1.62, 1.85, 4.51], [2.40, 3.45, 4.44], [2.05, 3.64, 1.26], [1.88, 4.94, 2.45], [0.53, 4.56, 1.36], [-0.59, 3.06, 4.60], [-1.11, 4.03, 3.20], [0.11, 4.67, 4.33], [-4.02, 3.68, 1.36], [-4.28, 4.64, -0.12], [-3.00, 5.10, 1.03], [-3.67, 1.54, -0.01], [-2.53, 1.56, -1.37], [-4.02, 2.51, -1.46], [-1.24, 4.99, -0.79], [-2.52, 4.59, -1.95], [-1.11, 3.53, -1.79], [-1.23, 0.50, -3.12], [-1.45, -0.71, -3.10], [-1.54, -1.39, -1.99], [-1.29, -1.52, -4.35], [-2.28, -1.74, -5.29], [-2.01, -2.50, -6.42], [-0.74, -3.02, -6.60], [0.26, -2.79, -5.66], [0.01, -2.03, -4.52], [1.37, -1.76, -3.40], [-3.27, -1.32, -5.13], [-2.79, -2.68, -7.16], [-0.52, -3.62, -7.47], [1.25, -3.20, -5.81], [-0.45, -3.73, -0.91], [0.38, -3.29, 0.06], [0.83, -2.09, 0.04], [0.78, -4.19, 1.08], [1.70, -3.81, 2.09], [2.45, -3.53, 2.93], [0.23, -5.50, 1.11], [-0.26, -6.55, 1.13], [-0.96, -3.04, -1.46], [-0.90, -4.62, -0.77]]
}

Record 4
{
  "formula": "C6H6N2O",
  "method": "ωB97M-V/def2-TZVPD",
  "lumo_ev": 0.43,
  "species": ["C", "C", "C", "C", "C", "C", "N", "N", "O", "H", "H", "H", "H", "H", "H"],
  "xyz": [[-0.99, -0.06, -1.74], [1.11, 0.08, -0.62], [1.15, -1.18, 0.08], [-0.14, 0.80, -0.97], [0.18, -1.55, 1.03], [-0.32, 0.76, 0.56], [-1.87, -0.73, -2.06], [-0.68, -0.43, 1.16], [-0.74, 1.90, 1.15], [1.97, 0.35, -1.31], [1.96, -1.77, -0.22], [-0.15, 1.74, -1.43], [0.38, -2.19, 1.89], [-1.33, -0.28, 1.92], [-0.53, 2.56, 0.57]]
}